Entry 1:
DFT (wB97M-V/def2-TZVPD) results for a 12-piece molecular cluster, C62H70F7N5 overall in a non-equilibrium geometry.

The geometry in XYZ format:
```
144
C62H70F7N5 | the Open Molecules 2025 dataset | wB97M-V/def2-TZVPD
F -0.100 8.422 0.347
C -0.010 9.516 1.118
C -0.396 9.445 2.473
C -0.320 10.589 3.275
C 0.155 11.765 2.814
C 0.584 11.834 1.505
C 0.432 10.733 0.593
H -0.790 8.545 2.922
H -0.567 10.492 4.322
H 0.336 12.635 3.428
H 1.145 12.697 1.179
H 0.805 10.783 -0.419
F -1.371 1.049 9.645
C -2.345 0.890 10.590
C -3.674 1.196 10.335
C -4.590 1.082 11.421
C -4.151 0.615 12.666
C -2.843 0.276 12.794
C -1.891 0.423 11.775
H -4.098 1.585 9.422
H -5.611 1.366 11.214
H -4.820 0.491 13.505
H -2.478 -0.052 13.756
H -0.857 0.152 11.929
F 0.747 -5.362 -7.321
C 1.248 -4.413 -8.191
C 0.626 -3.211 -8.337
C 1.109 -2.219 -9.259
C 2.278 -2.480 -9.942
C 2.911 -3.695 -9.793
C 2.448 -4.659 -8.871
H -0.221 -2.961 -7.716
H 0.611 -1.262 -9.298
H 2.760 -1.743 -10.567
H 3.807 -3.826 -10.381
H 2.898 -5.611 -8.629
F 7.144 -6.276 -5.119
C 7.862 -5.225 -4.725
C 7.253 -4.127 -4.114
C 8.008 -3.144 -3.519
C 9.395 -3.216 -3.674
C 10.029 -4.230 -4.362
C 9.236 -5.274 -4.812
H 6.192 -4.159 -3.914
H 7.550 -2.412 -2.870
H 9.968 -2.488 -3.119
H 11.104 -4.150 -4.438
H 9.741 -6.161 -5.163
F 1.568 5.126 -9.836
C 1.216 5.882 -8.802
C 1.240 5.411 -7.488
C 0.743 6.236 -6.423
C 0.389 7.562 -6.695
C 0.408 8.029 -8.021
C 0.794 7.190 -9.060
H 1.499 4.382 -7.287
H 0.793 5.769 -5.450
H 0.031 8.216 -5.915
H 0.155 9.069 -8.162
H 0.839 7.520 -10.087
F 6.855 4.065 0.576
C 6.468 3.008 1.256
C 5.310 3.073 2.126
C 5.080 1.993 2.964
C 5.892 0.856 2.907
C 6.925 0.764 1.987
C 7.222 1.841 1.166
H 4.785 4.011 2.234
H 4.238 1.993 3.641
H 5.715 0.053 3.607
H 7.646 -0.039 2.029
H 8.045 1.649 0.494
F -2.716 -9.138 -0.026
C -3.168 -7.904 -0.054
C -2.782 -7.106 -1.097
C -3.255 -5.797 -1.145
C -4.011 -5.294 -0.081
C -4.429 -6.133 0.970
C -4.029 -7.446 0.931
H -2.112 -7.507 -1.843
H -2.965 -5.114 -1.930
H -4.260 -4.250 0.043
H -5.105 -5.790 1.739
H -4.435 -8.129 1.664
C 1.932 -6.040 7.362
C 1.754 -4.950 6.246
C 0.487 -5.060 5.403
C -0.765 -5.086 6.140
N -1.796 -5.134 6.679
H 2.929 -5.922 7.789
H 1.752 -7.034 6.953
H 1.233 -5.860 8.179
H 2.602 -5.043 5.568
H 1.732 -3.966 6.715
H 0.663 -5.943 4.788
H 0.464 -4.180 4.762
C 3.094 -10.241 1.927
C 4.455 -9.935 1.259
C 4.344 -8.957 0.085
C 3.834 -7.677 0.500
N 3.455 -6.625 0.761
H 2.357 -10.606 1.211
H 2.685 -9.322 2.348
H 3.250 -11.023 2.670
H 4.825 -10.892 0.891
H 5.087 -9.427 1.987
H 3.561 -9.331 -0.575
H 5.315 -8.932 -0.408
C -8.083 3.863 2.473
C -8.001 4.340 3.939
C -9.013 3.737 4.905
C -10.425 3.836 4.529
N -11.570 3.866 4.231
H -9.024 4.093 1.973
H -8.016 2.776 2.436
H -7.273 4.261 1.862
H -8.199 5.411 3.890
H -6.984 4.371 4.331
H -8.958 4.238 5.871
H -8.792 2.690 5.112
C 0.779 -0.242 -1.753
C 0.258 -0.076 -0.304
C -0.154 1.387 0.011
C -0.873 1.576 1.255
N -1.453 1.743 2.223
H 0.593 -1.264 -2.084
H 1.833 -0.017 -1.916
H 0.171 0.354 -2.433
H 1.069 -0.401 0.347
H -0.559 -0.769 -0.103
H -0.897 1.695 -0.724
H 0.714 2.041 -0.075
C -8.275 4.655 -4.645
C -7.542 4.858 -6.019
C -6.004 4.903 -5.872
C -5.338 3.680 -5.274
N -4.779 2.754 -4.846
H -9.305 4.303 -4.699
H -8.244 5.606 -4.113
H -7.741 4.035 -3.926
H -7.886 5.767 -6.512
H -7.889 4.044 -6.657
H -5.764 5.774 -5.263
H -5.467 5.026 -6.812
```

Calculated values
Molar mass = 1018.26 g mol⁻¹
Relative energy (zero: lowest compared OMol25 entry of this formula, charge and spin) = 352.9 kJ/mol
Total charge = 0
Kohn-Sham gap = 9.3 eV
Highest occupied orbital energy = -9.039 eV
LUMO level = 0.011 Eh

Here are the Mulliken charges for atoms 1 to 2, given in e: number 1, F, carries -0.289; number 2, C, carries 0.412

=====

Entry 2:
DFT (wB97M-V/def2-TZVPD) results for C62H74Ge2IrN7S4 as an isolated structure.

The geometry in XYZ format:
```
150
C62H74Ge2IrN7S4 | the Open Molecules 2025 dataset | wB97M-V/def2-TZVPD
Ir 0.195 -0.226 2.659
C 1.621 -3.253 4.560
C 0.466 -3.802 3.749
N -0.412 -2.765 3.158
C -1.841 -2.950 3.409
C -2.564 -2.048 2.439
N -2.163 -0.649 2.656
C -2.967 -0.031 3.741
C -2.340 1.232 4.304
C -1.293 0.904 5.338
N -0.262 -0.038 4.806
C 0.903 -0.144 5.739
C 2.235 -0.231 5.010
N 2.128 -0.931 3.710
C 2.548 -2.352 3.755
H 2.200 -4.107 4.918
H 1.264 -2.744 5.458
H -0.133 -4.482 4.359
H 0.881 -4.394 2.931
H -0.309 -2.854 2.145
H -2.080 -2.722 4.453
H -2.146 -3.986 3.237
H -3.647 -2.152 2.541
H -2.297 -2.320 1.417
H -2.339 -0.120 1.801
H -3.087 -0.774 4.534
H -3.965 0.167 3.344
H -3.103 1.865 4.759
H -1.896 1.819 3.497
H -1.754 0.431 6.211
H -0.787 1.801 5.687
H -0.689 -0.960 4.802
H 0.740 -1.011 6.378
H 0.919 0.728 6.391
H 2.980 -0.714 5.645
H 2.595 0.773 4.814
H 2.755 -0.465 3.059
H 3.553 -2.387 4.183
H 2.616 -2.702 2.723
C 6.619 1.540 -3.535
C 5.428 0.644 -3.328
C 5.365 -0.229 -2.250
C 4.342 -1.165 -2.126
C 4.351 -2.140 -0.976
C 3.346 -1.212 -3.105
C 3.345 -0.287 -4.156
C 2.243 -0.287 -5.182
C 4.389 0.623 -4.251
C 2.400 -2.372 -3.153
C 2.779 -3.413 -4.000
C 2.026 -4.567 -4.101
C 0.869 -4.692 -3.349
C 0.451 -3.666 -2.508
C 1.220 -2.490 -2.407
Ge 0.604 -1.003 -1.314
S 0.951 -1.467 0.854
S -1.483 -0.357 -1.630
Ge -0.512 1.544 -0.938
S -0.872 1.387 1.295
S 1.539 1.002 -1.565
C -1.271 3.230 -1.532
C -2.659 3.318 -1.711
C -3.211 4.495 -2.204
C -2.402 5.582 -2.500
C -1.033 5.499 -2.300
C -0.450 4.334 -1.809
C 1.030 4.308 -1.594
C 1.895 4.003 -2.644
C 1.399 3.682 -4.031
C 3.266 3.975 -2.397
C 3.792 4.232 -1.143
C 5.272 4.158 -0.880
C 2.913 4.570 -0.118
C 1.544 4.630 -0.326
C 0.638 5.070 0.792
C -3.561 2.172 -1.380
C -4.134 2.078 -0.107
C -3.965 3.169 0.921
C -4.913 0.963 0.195
C -5.171 -0.026 -0.745
C -6.046 -1.204 -0.410
C -4.647 0.127 -2.023
C -3.848 1.212 -2.359
C -3.286 1.337 -3.750
C -0.822 -3.907 -1.762
C -0.782 -4.511 -0.503
C 0.526 -4.915 0.126
C -1.981 -4.812 0.139
C -3.211 -4.517 -0.435
C -4.502 -4.834 0.272
C -3.225 -3.940 -1.700
C -2.052 -3.658 -2.388
C -2.116 -3.172 -3.813
H 7.118 1.767 -2.593
H 6.337 2.479 -4.014
H 7.351 1.054 -4.184
H 6.157 -0.214 -1.507
H 5.289 -2.073 -0.425
H 4.231 -3.169 -1.322
H 3.536 -1.938 -0.274
H 1.262 -0.345 -4.706
H 2.323 -1.140 -5.860
H 2.276 0.622 -5.781
H 4.407 1.316 -5.087
H 3.692 -3.304 -4.574
H 2.339 -5.368 -4.759
H 0.268 -5.591 -3.414
H -4.284 4.552 -2.346
H -2.841 6.497 -2.878
H -0.395 6.347 -2.521
H 0.321 3.541 -4.065
H 1.872 2.768 -4.397
H 1.652 4.487 -4.725
H 3.935 3.721 -3.212
H 5.830 3.986 -1.799
H 5.502 3.343 -0.190
H 5.639 5.082 -0.429
H 3.308 4.818 0.863
H 1.223 5.505 1.603
H 0.056 4.240 1.194
H -0.082 5.821 0.461
H -3.977 4.159 0.467
H -3.018 3.084 1.459
H -4.768 3.125 1.657
H -5.363 0.888 1.182
H -6.020 -1.428 0.658
H -5.735 -2.096 -0.956
H -7.087 -1.006 -0.676
H -4.858 -0.624 -2.779
H -3.609 0.504 -4.373
H -2.193 1.345 -3.736
H -3.607 2.266 -4.226
H 1.304 -4.164 -0.018
H 0.895 -5.845 -0.314
H 0.400 -5.090 1.196
H -1.950 -5.315 1.102
H -4.322 -5.285 1.249
H -5.106 -5.533 -0.309
H -5.105 -3.934 0.414
H -4.177 -3.731 -2.178
H -3.130 -2.867 -4.070
H -1.816 -3.969 -4.499
H -1.450 -2.329 -3.992
N 1.291 1.458 2.917
C 1.067 2.421 3.554
C 0.832 3.462 4.393
C -0.056 4.527 4.061
N -0.824 5.348 3.817
C 1.364 3.310 5.708
N 1.790 3.074 6.753
```

Calculated values
Spin multiplicity = 2
Molar mass = 1383.03 g mol⁻¹
Relative energy (zero: lowest compared OMol25 entry of this formula, charge and spin) = 0.0 kJ/mol
Total charge = +1
Kohn-Sham gap (alpha / beta) = 6.6 / 5.9 eV
Highest occupied orbital energy (alpha / beta) = -10.318 / -10.317 eV
LUMO level (alpha / beta) = -0.135 / -0.161 Eh

Here are the Mulliken charges for atoms 1 to 2, given in e: number 1, Ir, carries 6.016; number 2, C, carries -0.774

=====

Entry 3:
DFT (wB97M-V/def2-TZVPD) results for a 12-piece molecular cluster, C62H75N7O29 overall in a non-equilibrium geometry.

The geometry in XYZ format:
```
173
C62H75N7O29 | the Open Molecules 2025 dataset | wB97M-V/def2-TZVPD
O 8.648 4.644 -7.617
N 7.853 5.001 -6.723
O 8.220 5.696 -5.794
C 6.453 4.691 -6.884
C 5.950 3.977 -8.008
C 4.586 3.761 -8.223
C 3.735 4.187 -7.263
C 4.230 4.837 -6.156
C 5.520 5.159 -5.955
H 6.721 3.632 -8.681
H 4.182 3.390 -9.153
H 2.687 3.937 -7.328
H 3.451 5.187 -5.493
H 5.698 5.888 -5.179
O -1.199 -9.286 0.031
N -2.076 -9.273 0.842
O -2.177 -8.470 1.679
C -2.911 -10.507 0.932
C -3.892 -10.568 2.010
C -4.436 -11.797 2.342
C -4.149 -12.878 1.489
C -3.455 -12.714 0.271
C -2.765 -11.530 0.045
H -4.116 -9.703 2.616
H -5.005 -12.005 3.236
H -4.596 -13.828 1.746
H -3.414 -13.607 -0.336
H -2.285 -11.455 -0.920
O 5.849 -4.623 3.202
N 4.781 -4.157 2.821
O 3.750 -4.851 2.717
C 4.647 -2.710 2.653
C 5.466 -1.907 3.324
C 5.450 -0.579 3.249
C 4.505 0.037 2.455
C 3.557 -0.758 1.866
C 3.611 -2.111 1.989
H 6.171 -2.413 3.967
H 6.116 -0.002 3.874
H 4.541 1.111 2.344
H 2.783 -0.274 1.288
H 2.920 -2.807 1.537
O -7.138 -7.183 -1.151
N -7.705 -6.519 -2.046
O -8.192 -5.352 -1.916
C -7.697 -7.106 -3.323
C -7.755 -6.312 -4.428
C -7.623 -6.839 -5.737
C -7.358 -8.203 -5.868
C -7.269 -9.038 -4.792
C -7.417 -8.510 -3.539
H -8.103 -5.292 -4.365
H -7.548 -6.298 -6.669
H -7.148 -8.734 -6.785
H -7.066 -10.094 -4.895
H -7.181 -9.073 -2.647
O -6.522 12.576 6.083
N -5.659 11.786 6.419
O -5.008 11.902 7.462
C -5.522 10.576 5.642
C -4.754 9.520 6.093
C -4.636 8.346 5.359
C -5.358 8.197 4.157
C -6.220 9.260 3.707
C -6.242 10.450 4.416
H -4.251 9.624 7.043
H -4.016 7.563 5.769
H -5.512 7.181 3.823
H -6.818 9.032 2.838
H -6.865 11.231 4.006
O -1.846 2.549 -0.183
N -1.786 1.523 -0.796
O -1.137 1.419 -1.906
C -2.519 0.381 -0.262
C -2.626 -0.796 -0.997
C -3.190 -1.982 -0.452
C -3.738 -1.906 0.861
C -3.693 -0.646 1.476
C -3.170 0.475 0.923
H -2.088 -0.753 -1.932
H -3.176 -2.920 -0.989
H -4.105 -2.748 1.431
H -4.309 -0.661 2.363
H -3.173 1.470 1.343
O -3.657 -3.874 7.564
N -3.218 -3.945 8.691
O -3.864 -4.295 9.674
C -1.772 -4.030 8.741
C -1.171 -3.512 9.887
C 0.175 -3.595 10.098
C 0.906 -4.212 9.166
C 0.356 -4.676 7.949
C -0.978 -4.477 7.692
H -1.737 -2.895 10.569
H 0.623 -3.035 10.907
H 1.970 -4.236 9.353
H 0.999 -4.957 7.128
H -1.383 -4.875 6.773
C 1.495 2.335 7.234
C 1.000 3.535 6.384
O 1.187 4.658 7.128
C 2.464 5.297 7.228
O 3.673 4.811 6.982
O 2.260 6.470 7.846
C 3.380 7.296 8.055
H 1.248 1.464 6.625
H 0.774 2.241 8.046
H 2.528 2.485 7.547
H -0.051 3.617 6.107
H 1.656 3.532 5.513
H 4.041 7.398 7.194
H 3.986 6.910 8.875
H 3.124 8.272 8.468
C 7.183 11.836 2.479
C 6.436 10.469 2.495
O 5.153 10.634 1.814
C 4.302 9.610 1.841
O 4.530 8.510 2.283
O 3.091 10.022 1.454
C 1.927 9.274 1.636
H 8.265 11.716 2.424
H 7.077 12.453 3.371
H 6.879 12.418 1.608
H 6.346 10.082 3.510
H 6.894 9.625 1.979
H 2.015 8.314 1.126
H 1.251 9.954 1.117
H 1.669 9.122 2.684
C 5.935 -2.020 -3.450
C 7.291 -1.566 -2.871
O 8.281 -2.546 -3.264
C 9.475 -2.416 -2.829
O 9.873 -1.620 -1.992
O 10.233 -3.243 -3.551
C 11.643 -3.243 -3.381
H 5.167 -1.262 -3.300
H 5.682 -3.024 -3.108
H 5.981 -2.093 -4.536
H 7.201 -1.616 -1.786
H 7.473 -0.568 -3.270
H 12.009 -3.543 -2.399
H 12.017 -2.221 -3.444
H 12.045 -3.893 -4.158
C -5.247 3.743 -6.406
C -4.718 2.991 -5.184
O -5.655 2.229 -4.464
C -6.392 2.725 -3.528
O -6.378 3.885 -3.191
O -7.066 1.662 -2.912
C -8.110 1.950 -1.992
H -5.274 3.105 -7.290
H -4.518 4.505 -6.682
H -6.117 4.364 -6.194
H -4.254 3.628 -4.431
H -4.007 2.225 -5.491
H -7.641 2.563 -1.223
H -8.328 1.021 -1.465
H -8.826 2.661 -2.406
C -0.872 -7.611 -7.936
C -0.677 -6.464 -6.923
O -1.181 -5.133 -7.335
C -0.649 -4.311 -8.322
O -1.198 -3.224 -8.592
O 0.330 -4.876 -8.965
C 1.041 -4.129 -9.857
H -1.926 -7.730 -8.188
H -0.753 -8.614 -7.525
H -0.141 -7.533 -8.741
H 0.360 -6.339 -6.614
H -1.391 -6.688 -6.130
H 0.613 -3.195 -10.219
H 1.200 -4.778 -10.718
H 1.973 -3.920 -9.332
```

Calculated values
Molar mass = 1382.30 g mol⁻¹
Total charge = 0
Kohn-Sham gap = 8.9 eV
Highest occupied orbital energy = -9.958 eV
LUMO level = -0.039 Eh

Here are the Mulliken charges for atoms 1 to 2, given in e: number 1, O, carries -0.581; number 2, N, carries 0.936